Computed, not measured: a cluster of 4 separate species, C16H32I2N4O5 in total, with ωB97M-V/def2-TZVPD.

Last column: Mulliken charge in e.
Geometry (Å):
C (2.2141, 3.3847, 2.9993)  -1.296
C (1.4657, 2.6612, 1.8703)  0.531
N (1.5962, 3.3665, 0.5837)  -0.410
C (2.9327, 3.3187, 0.0199)  -0.714
O (2.9496, 2.5387, -1.1883)  -0.394
C (3.0570, 1.1971, -1.0026)  0.698
O (2.2093, 0.4554, -1.4050)  -0.497
C (4.3315, 0.7256, -0.3732)  -0.573
I (6.0478, 1.7406, -1.0494)  0.112
C (4.4551, -0.2651, 0.5108)  0.690
C (5.7317, -0.7838, 1.1004)  -1.556
I (2.7394, -1.1607, 1.3240)  0.131
H (1.5357, 3.6438, 3.8145)  0.355
H (3.0191, 2.7761, 3.4202)  0.331
H (2.6605, 4.3144, 2.6365)  0.326
H (0.3985, 2.6283, 2.1028)  0.390
H (1.7967, 1.6149, 1.7934)  -0.335
H (0.9665, 2.9354, -0.0842)  0.326
H (3.2894, 4.3105, -0.2637)  0.297
H (3.6349, 2.9009, 0.7521)  0.464
H (5.9557, -0.2189, 2.0114)  0.314
H (5.6216, -1.8304, 1.3864)  0.420
H (6.5568, -0.6985, 0.3936)  0.438
C (-2.7706, 0.0567, 1.7780)  0.135
O (-2.1488, 0.6167, 2.6669)  -0.623
N (-2.1957, -0.5508, 0.7234)  0.209
C (-2.9816, -1.2053, -0.3054)  -0.892
C (-0.7475, -0.5405, 0.6314)  -0.933
H (-3.8690, -0.0042, 1.7636)  0.233
H (-2.7234, -2.2654, -0.3629)  0.315
H (-2.7883, -0.7453, -1.2779)  0.308
H (-4.0380, -1.1181, -0.0670)  0.334
H (-0.3177, -1.0287, 1.5068)  0.256
H (-0.3749, 0.4844, 0.6027)  0.203
H (-0.4338, -1.0604, -0.2702)  0.436
C (4.0695, -1.6449, -5.1376)  0.077
O (4.7527, -1.6121, -4.1325)  -0.562
N (3.1508, -0.7165, -5.4667)  0.191
C (2.3689, -0.8000, -6.6800)  -0.914
C (2.9504, 0.4029, -4.5582)  -0.799
H (4.1503, -2.4561, -5.8822)  0.245
H (2.5450, 0.0706, -7.3157)  0.322
H (1.3024, -0.8525, -6.4506)  0.320
H (2.6490, -1.6950, -7.2328)  0.303
H (3.8833, 0.9579, -4.4414)  0.256
H (2.6454, 0.0413, -3.5790)  0.187
H (2.1851, 1.0629, -4.9596)  0.385
C (-6.4700, -2.4229, 1.8336)  0.081
O (-5.7323, -1.6445, 1.2544)  -0.581
N (-7.1368, -2.1299, 2.9616)  0.117
C (-8.0044, -3.0866, 3.6171)  -0.912
C (-6.9694, -0.8051, 3.5391)  -0.896
H (-6.6472, -3.4490, 1.4727)  0.260
H (-9.0261, -2.7062, 3.6710)  0.336
H (-7.6542, -3.2934, 4.6300)  0.338
H (-8.0096, -4.0179, 3.0544)  0.286
H (-7.2845, -0.0384, 2.8313)  0.287
H (-5.9231, -0.6256, 3.7874)  0.274
H (-7.5712, -0.7337, 4.4415)  0.369

Atoms 1-6, force components in eV/Å:
0.08 -0.01 0.04
-0.18 0.08 -0.04
0.27 -0.32 0.12
-0.07 0.30 0.26
-0.04 -0.20 0.14
0.01 0.17 -0.08

Values from the calculation:
Charge: 0
Calculated total energy, Eh: -1819.43011
HOMO-LUMO gap, hartree: 0.32253
SMILES: CCNCOC(=O)/C(I)=C(/C)I.CN(C)C=O.CN(C)C=O.CN(C)C=O
LUMO level, eV: -0.035